Here is C34H55BBrN8PdSi as an isolated structure from OMol25. Energies are from the ωB97M-V functional and the def2-TZVPD basis.

Atoms and positions in Å:
Pd: -0.13 -0.49 0.09
C: -0.79 3.10 3.74
C: -1.29 1.98 2.90
C: -2.43 1.24 3.09
C: -2.50 0.28 2.07
N: -1.44 0.49 1.27
N: -0.69 1.53 1.79
B: 0.54 2.26 1.14
N: 0.23 2.50 -0.33
N: -0.44 1.56 -1.06
C: -0.85 2.17 -2.19
C: -0.41 3.49 -2.18
C: 0.24 3.68 -0.99
C: 0.78 4.96 -0.45
C: -1.75 1.57 -3.24
C: -2.09 2.62 -4.31
C: -1.02 0.42 -3.91
C: -3.07 1.15 -2.59
N: 1.85 1.47 1.38
N: 1.80 0.17 1.78
C: 3.00 -0.13 2.27
C: 3.85 0.99 2.14
C: 3.08 1.98 1.59
C: 3.48 3.38 1.27
C: 3.42 -1.40 2.98
C: 4.49 -2.11 2.14
C: 2.26 -2.34 3.26
C: 4.05 -0.99 4.32
C: -3.68 -0.67 2.02
C: -3.74 -1.69 0.89
C: -4.95 0.21 1.90
C: -3.70 -1.45 3.34
H: -1.38 3.15 4.65
H: 0.26 2.95 4.01
H: -0.86 4.05 3.22
H: -3.14 1.37 3.89
H: 0.62 3.33 1.66
H: -0.59 4.24 -2.93
H: 0.70 5.72 -1.22
H: 0.20 5.29 0.41
H: 1.82 4.89 -0.14
H: -1.19 2.96 -4.83
H: -2.76 2.17 -5.05
H: -2.59 3.48 -3.88
H: -1.63 -0.05 -4.68
H: -0.74 -0.32 -3.17
H: -0.10 0.78 -4.38
H: -3.60 2.02 -2.22
H: -3.71 0.65 -3.33
H: -2.94 0.48 -1.74
H: 4.87 1.08 2.45
H: 4.49 3.56 1.62
H: 3.47 3.56 0.19
H: 2.81 4.11 1.74
H: 4.06 -2.51 1.22
H: 5.30 -1.44 1.87
H: 4.91 -2.95 2.70
H: 1.82 -2.72 2.35
H: 2.63 -3.19 3.84
H: 1.48 -1.85 3.84
H: 4.98 -0.44 4.19
H: 3.37 -0.37 4.90
H: 4.27 -1.89 4.91
H: -3.76 -1.22 -0.09
H: -2.93 -2.40 0.97
H: -4.67 -2.24 1.00
H: -4.92 0.80 0.98
H: -5.83 -0.43 1.86
H: -5.06 0.89 2.74
H: -2.81 -2.07 3.43
H: -3.76 -0.80 4.21
H: -4.58 -2.10 3.36
N: -0.59 -2.90 1.96
C: -0.40 -1.98 1.30
Br: 1.77 -3.51 -0.26
C: 2.37 -1.99 -1.16
C: 3.57 -2.06 -1.85
C: 4.03 -0.94 -2.50
C: 3.27 0.22 -2.45
C: 2.08 0.21 -1.75
N: 1.62 -0.88 -1.11
H: 4.13 -2.99 -1.85
H: 4.97 -0.96 -3.04
H: 3.58 1.13 -2.95
H: 1.48 1.10 -1.70
C: 0.50 -2.58 -3.79
Si: -0.94 -2.90 -2.61
C: -0.90 -4.68 -2.02
C: -2.65 -2.69 -3.39
C: -1.31 -1.74 -1.12
H: 1.15 -3.46 -3.79
H: 1.10 -1.71 -3.55
H: 0.12 -2.44 -4.80
H: -1.44 -5.27 -2.77
H: -1.42 -4.82 -1.07
H: 0.10 -5.10 -1.94
H: -2.69 -3.28 -4.31
H: -2.91 -1.67 -3.64
H: -3.41 -3.09 -2.71
H: -1.75 -2.45 -0.43
H: -2.07 -1.01 -1.37

Summary:
**HOMO**: -11.251 eV
**Lowest unoccupied orbital energy**: -4.423 eV
**Molar mass**: 801.09 g mol⁻¹
**Net charge**: +1
**Orbital gap**: 0.2509 hartree